{"formula": "C3H9S2", "method": "wB97M-V/def2-TZVPD", "total_charge": -1, "gap_ev": 4.6891, "mol_weight_g_mol": 109.2, "energy_ev": -24927.675, "homo_energy_ev": -2.01, "e_above_lowest_kj_mol": 103.5, "elements": ["C", "S", "H", "H", "H", "C", "S", "C", "H", "H", "H", "H", "H", "H"], "xyz": [[-1.044, -2.208, 2.338], [-2.461, -2.867, 3.268], [-1.279, -1.240, 1.914], [-0.777, -2.839, 1.480], [-0.145, -2.196, 2.951], [0.373, -0.077, -0.994], [1.564, 0.897, -1.965], [0.925, 2.579, -1.692], [0.193, 0.450, -0.060], [-0.542, -0.181, -1.558], [0.835, -1.029, -0.785], [0.325, 2.904, -2.539], [1.777, 3.229, -1.522], [0.256, 2.578, -0.836]]}


{"formula": "C49H47ClF6N3O6STa", "method": "wB97M-V/def2-TZVPD", "total_charge": 2, "gap_ev": 5.6848, "mol_weight_g_mol": 1136.4, "energy_ev": -109535.003, "homo_energy_ev": -12.30, "e_above_lowest_kj_mol": 194.9, "elements": ["Ta", "F", "C", "C", "F", "C", "F", "C", "S", "C", "F", "C", "F", "C", "C", "C", "C", "C", "C", "C", "C", "N", "C", "C", "C", "C", "N", "C", "C", "C", "C", "C", "C", "C", "C", "H", "H", "H", "H", "H", "H", "H", "H", "H", "H", "H", "H", "H", "H", "H", "H", "H", "H", "H", "H", "H", "H", "H", "H", "C", "O", "C", "C", "C", "C", "C", "C", "N", "C", "C", "C", "C", "C", "C", "C", "O", "H", "H", "H", "H", "H", "H", "H", "H", "H", "H", "H", "H", "H", "O", "H", "H", "F", "C", "C", "C", "C", "Cl", "C", "C", "C", "O", "C", "C", "O", "O", "H", "H", "H", "H", "H", "H", "H", "H"], "xyz": [[-0.073, 0.482, 0.159], [-2.465, 6.110, 4.006], [-2.362, 5.164, 3.086], [-1.105, 4.692, 2.702], [0.009, 5.177, 3.252], [-1.024, 3.733, 1.707], [0.192, 3.218, 1.326], [-2.146, 3.194, 1.093], [-1.977, 2.078, -0.230], [-3.398, 3.652, 1.512], [-4.490, 3.147, 0.949], [-3.510, 4.634, 2.490], [-4.709, 5.058, 2.860], [-3.933, -0.423, -0.979], [-3.845, -0.525, 0.514], [-4.958, -0.154, 1.258], [-4.943, -0.203, 2.637], [-3.817, -0.666, 3.293], [-2.686, -1.056, 2.592], [-1.519, -1.638, 3.334], [-2.693, -0.961, 1.191], [-1.500, -1.243, 0.452], [-1.398, -2.337, -0.230], [-2.426, -3.413, -0.172], [-0.218, -2.566, -1.091], [-0.284, -3.704, -2.056], [0.793, -1.780, -1.004], [2.014, -2.029, -1.660], [2.864, -3.053, -1.202], [2.494, -4.026, -0.116], [4.119, -3.197, -1.782], [4.540, -2.376, -2.808], [3.673, -1.418, -3.297], [2.411, -1.239, -2.752], [1.480, -0.245, -3.368], [-4.317, 0.558, -1.254], [-4.646, -1.157, -1.356], [-2.975, -0.568, -1.473], [-5.837, 0.185, 0.733], [-5.811, 0.104, 3.194], [-3.803, -0.734, 4.370], [-1.577, -1.378, 4.388], [-0.583, -1.261, 2.934], [-1.525, -2.728, 3.260], [-3.114, -3.250, 0.655], [-1.962, -4.390, -0.065], [-3.012, -3.430, -1.091], [-1.114, -3.540, -2.740], [-0.462, -4.659, -1.569], [0.633, -3.770, -2.636], [1.472, -3.904, 0.226], [3.178, -3.936, 0.728], [2.603, -5.044, -0.488], [4.769, -3.980, -1.423], [5.519, -2.508, -3.244], [3.971, -0.814, -4.140], [1.893, 0.136, -4.296], [1.314, 0.585, -2.686], [0.513, -0.694, -3.581], [3.590, 4.483, 1.069], [3.226, 3.852, -0.150], [2.053, 4.170, -0.730], [1.169, 5.147, -0.264], [-0.031, 5.392, -0.902], [-0.408, 4.648, -2.014], [0.476, 3.728, -2.529], [1.720, 3.506, -1.931], [2.662, 2.783, -2.673], [3.691, 2.056, -2.315], [3.955, 1.404, -1.087], [5.285, 0.986, -0.851], [5.640, 0.290, 0.274], [4.664, -0.014, 1.222], [3.353, 0.347, 1.005], [2.944, 1.030, -0.150], [1.656, 1.193, -0.383], [4.599, 4.133, 1.285], [2.915, 4.179, 1.874], [3.593, 5.572, 0.983], [1.421, 5.717, 0.616], [-0.685, 6.165, -0.531], [-1.361, 4.813, -2.489], [0.226, 3.174, -3.421], [2.561, 2.948, -3.674], [4.428, 1.894, -3.094], [6.041, 1.243, -1.576], [6.660, -0.028, 0.425], [4.938, -0.555, 2.115], [2.580, 0.086, 1.708], [1.233, -1.811, 1.691], [2.064, -2.082, 1.281], [0.870, -2.595, 2.124], [-0.628, 0.281, -1.591], [2.155, -0.978, 5.025], [1.043, -0.486, 5.910], [0.453, -1.384, 6.789], [-0.499, -0.979, 7.710], [-1.204, -2.130, 8.777], [-0.870, 0.357, 7.791], [-0.314, 1.255, 6.908], [0.621, 0.850, 5.958], [1.125, 1.875, 5.183], [1.268, 1.703, 3.807], [-0.037, 1.350, 3.087], [-1.138, 1.632, 3.484], [0.136, 0.746, 1.929], [2.497, -1.948, 5.375], [2.998, -0.290, 5.069], [1.827, -1.090, 3.991], [0.758, -2.419, 6.775], [-1.579, 0.677, 8.534], [-0.575, 2.300, 6.950], [2.023, 0.958, 3.539], [1.613, 2.675, 3.430]]}


{"formula": "C28H35F21O14", "method": "wB97M-V/def2-TZVPD", "gap_ev": 11.3246, "mol_weight_g_mol": 994.5, "energy_ev": -115337.295, "smiles": "CCOC(=O)C(F)(F)F.CCOC(=O)C(F)(F)F.CCOC(=O)C(F)(F)F.CCOC(=O)C(F)(F)F.CCOC(=O)C(F)(F)F.CCOC(=O)C(F)(F)F.CCOC(=O)C(F)(F)F", "homo_energy_ev": -11.18, "e_above_lowest_kj_mol": 143.8, "elements": ["C", "C", "O", "C", "O", "C", "F", "F", "F", "H", "H", "H", "H", "H", "C", "C", "O", "C", "O", "C", "F", "F", "F", "H", "H", "H", "H", "H", "C", "C", "O", "C", "O", "C", "F", "F", "F", "H", "H", "H", "H", "H", "C", "C", "O", "C", "O", "C", "F", "F", "F", "H", "H", "H", "H", "H", "C", "C", "O", "C", "O", "C", "F", "F", "F", "H", "H", "H", "H", "H", "C", "C", "O", "C", "O", "C", "F", "F", "F", "H", "H", "H", "H", "H", "C", "C", "O", "C", "O", "C", "F", "F", "F", "H", "H", "H", "H", "H"], "xyz": [[3.000, -15.144, 4.324], [1.730, -15.913, 3.980], [1.668, -16.098, 2.565], [1.407, -15.048, 1.816], [1.178, -13.947, 2.219], [1.284, -15.354, 0.327], [2.189, -14.642, -0.345], [1.461, -16.653, 0.079], [0.084, -15.007, -0.124], [3.475, -15.339, 5.288], [2.805, -14.070, 4.359], [3.775, -15.315, 3.579], [0.815, -15.470, 4.375], [1.737, -16.913, 4.411], [4.227, -10.863, 2.191], [3.490, -10.557, 3.500], [3.494, -9.147, 3.726], [2.486, -8.494, 3.169], [1.539, -8.947, 2.615], [2.649, -6.969, 3.349], [1.497, -6.352, 3.170], [3.113, -6.632, 4.566], [3.561, -6.512, 2.477], [4.382, -11.935, 2.075], [5.144, -10.279, 2.138], [3.580, -10.605, 1.350], [3.947, -11.038, 4.364], [2.542, -11.090, 3.401], [8.153, -15.871, 5.035], [8.481, -17.062, 5.922], [9.536, -16.637, 6.795], [9.353, -16.731, 8.121], [8.308, -16.946, 8.648], [10.627, -16.296, 8.856], [11.337, -15.406, 8.161], [10.312, -15.790, 10.055], [11.429, -17.367, 9.087], [9.011, -15.368, 4.588], [7.536, -15.161, 5.583], [7.654, -16.232, 4.133], [8.801, -17.862, 5.252], [7.604, -17.464, 6.423], [10.661, -21.833, -1.195], [11.324, -20.990, -0.083], [10.232, -20.306, 0.526], [10.400, -19.661, 1.663], [11.420, -19.576, 2.273], [9.135, -18.960, 2.145], [8.294, -18.799, 1.112], [8.599, -19.696, 3.126], [9.380, -17.742, 2.622], [9.992, -21.169, -1.745], [10.083, -22.645, -0.765], [11.384, -22.146, -1.947], [12.027, -20.243, -0.452], [11.861, -21.645, 0.604], [9.246, -17.609, -2.406], [9.096, -16.532, -3.443], [7.729, -16.267, -3.704], [7.186, -15.119, -3.309], [7.777, -14.238, -2.783], [5.643, -15.146, -3.402], [5.092, -14.962, -2.214], [5.224, -14.215, -4.237], [5.208, -16.336, -3.827], [8.814, -17.180, -1.489], [10.256, -17.860, -2.086], [8.661, -18.525, -2.505], [9.622, -16.741, -4.374], [9.573, -15.652, -3.004], [5.961, -19.066, -1.235], [5.195, -18.134, -0.351], [5.943, -16.924, -0.179], [5.646, -16.139, 0.842], [4.790, -16.349, 1.648], [6.539, -14.888, 1.004], [7.496, -14.860, 0.070], [5.792, -13.783, 0.843], [7.054, -14.850, 2.234], [7.037, -18.897, -1.194], [5.680, -18.841, -2.269], [5.717, -20.113, -1.079], [5.078, -18.609, 0.625], [4.234, -17.961, -0.836], [3.882, -23.795, -1.439], [4.576, -22.629, -2.097], [5.230, -23.112, -3.266], [6.325, -22.548, -3.742], [6.973, -21.718, -3.194], [6.743, -23.153, -5.087], [5.874, -23.977, -5.621], [6.956, -22.145, -5.923], [7.880, -23.817, -4.882], [3.502, -23.509, -0.459], [4.612, -24.602, -1.356], [3.071, -24.218, -2.032], [5.323, -22.222, -1.411], [3.883, -21.818, -2.331]]}


{"formula": "C3H9NS", "method": "wB97M-V/def2-TZVPD", "gap_ev": 9.7156, "mol_weight_g_mol": 91.2, "energy_ev": -15577.292, "homo_energy_ev": -9.14, "e_above_lowest_kj_mol": 486.1, "elements": ["C", "C", "C", "H", "H", "H", "H", "H", "H", "H", "H", "H", "N", "S"], "xyz": [[1.184, -1.326, -0.190], [0.043, -0.749, 0.470], [0.451, 0.783, 1.037], [1.451, -0.529, -0.985], [2.184, -1.451, 0.437], [0.944, -2.193, -0.620], [-0.317, -1.238, 1.338], [-0.755, 0.279, -1.501], [-0.273, 1.214, 1.586], [1.270, 0.685, 1.903], [0.746, 2.958, 0.515], [-0.023, 1.364, -0.944], [0.988, 1.658, -0.147], [-1.388, -0.309, -0.538]]}